Entry 1:
ORCA calculation (ωB97M-V/def2-TZVPD) on one molecule with the formula C29H27F5N6O3 in a non-equilibrium geometry.

Each line ends with the Löwdin charge.
Geometry (Å):
1 C -5.51735 1.69836 0.51900  -0.01
2 N -4.30433 0.92743 0.50020  -0.03
3 C -4.34203 -0.41881 0.69315  -0.35
4 O -5.35711 -1.04516 1.02871  0.07
5 C -2.91371 -0.94306 0.43864  -0.17
6 C -2.96140 -1.90270 -0.73617  -0.05
7 C -3.74249 -3.13887 -0.39069  -0.08
8 C -4.95230 -3.45711 -1.02329  -0.13
9 F -5.40077 -2.68183 -2.05117  0.09
10 C -5.74465 -4.53485 -0.62674  -0.11
11 F -6.93987 -4.75888 -1.21773  0.11
12 C -5.29785 -5.36811 0.40561  -0.11
13 F -6.06994 -6.38159 0.84125  0.12
14 C -4.05658 -5.13021 1.00577  -0.11
15 F -3.58450 -5.97445 1.95040  0.11
16 C -3.30828 -4.02363 0.60548  -0.13
17 F -2.09096 -3.83458 1.19542  0.09
18 N -2.15539 0.28395 0.21118  -0.01
19 C -0.77722 0.30623 0.17690  -0.07
20 C 0.05084 1.30961 -0.31371  -0.08
21 C 1.48567 1.44318 0.16597  -0.14
22 C 2.19878 2.64678 -0.55386  -0.13
23 C 3.59248 2.66511 -0.66563  -0.04
24 C 4.28798 3.75456 -1.19853  -0.06
25 C 3.58139 4.87791 -1.62202  -0.10
26 C 2.19185 4.89459 -1.57869  -0.08
27 C 1.50420 3.76757 -1.09462  -0.04
28 N 2.27714 0.22152 -0.33591  -0.01
29 C 2.34717 -0.38155 -1.53723  -0.10
30 N 3.35981 -1.26985 -1.66647  0.15
31 C 3.99884 -1.17339 -0.45156  -0.23
32 C 3.34513 -0.26188 0.41070  -0.09
33 C 4.13625 0.42281 1.41559  -0.32
34 O 4.06941 1.60505 1.85796  0.03
35 N 5.19371 -0.44841 1.85039  0.02
36 C 5.94975 -0.11254 3.01328  -0.04
37 C 5.73407 -1.52890 1.14501  -0.41
38 O 6.68793 -2.19280 1.54656  0.07
39 N 5.12601 -1.82399 -0.09024  0.00
40 C 5.62802 -2.96899 -0.82276  -0.01
41 C -3.02994 1.46159 0.04493  -0.47
42 C -3.14418 1.83040 -1.43400  0.01
43 C -2.60171 2.65378 0.90394  0.01
44 H -6.37601 1.08109 0.75617  0.09
45 H -5.49340 2.47591 1.27707  0.09
46 H -5.73729 2.16427 -0.44021  0.09
47 H -2.55324 -1.44108 1.35931  0.17
48 H -3.41122 -1.42521 -1.62351  0.13
49 H -1.91614 -2.14615 -0.95214  0.13
50 H -0.31621 -0.61071 0.60564  0.15
51 H -0.36471 2.05712 -1.09032  0.10
52 H 1.51744 1.22654 1.32487  0.19
53 H 4.20194 1.85663 -0.26917  0.09
54 H 5.37709 3.70301 -1.23184  0.11
55 H 4.14540 5.71843 -1.99905  0.10
56 H 1.66509 5.80652 -1.88369  0.11
57 H 0.41156 3.86428 -1.04481  0.09
58 H 1.68480 -0.09263 -2.31600  0.13
59 H 5.53738 0.73546 3.54936  0.09
60 H 6.00002 -0.93820 3.71910  0.10
61 H 6.99693 0.11943 2.81287  0.10
62 H 5.03328 -3.06690 -1.73999  0.09
63 H 6.69070 -2.81935 -1.06755  0.10
64 H 5.54565 -3.88709 -0.21509  0.10
65 H -3.60768 0.99013 -1.97237  0.10
66 H -3.78882 2.70552 -1.57288  0.08
67 H -2.17500 2.06701 -1.87796  0.07
68 H -2.78197 2.40624 1.95599  0.10
69 H -1.54621 2.88281 0.73244  0.07
70 H -3.19323 3.55265 0.68873  0.09

Forces on atoms 1 to 3 (eV/Å):
C -0.43 0.58 0.05
N -0.32 -0.70 0.08
C -0.94 0.03 0.81

LUMO	0.00938	Eh
SMILES string	CN1C(=O)[C@@H](Cc2c(F)c(F)c(F)c(F)c2F)N(/C=C/[C@H](c2ccccc2)n2cnc3c2c(=O)n(C)c(=O)n3C)C1(C)C
HOMO	-0.3079	Ha

***

Entry 2:
ORCA calculation (ωB97M-V/def2-TZVPD) on C29H27F6N9SSbScTe as an isolated structure in a non-equilibrium geometry.

Each line ends with the Löwdin charge.
Geometry (Å):
1 Sc -0.28663 0.62589 -0.34401  0.86
2 C -2.58803 2.16374 3.43118  -0.05
3 C -2.26904 1.77544 2.14144  -0.07
4 N -1.02078 1.47404 1.77545  0.06
5 C -0.08022 1.55302 2.73289  -0.16
6 C -0.42497 1.92018 4.03002  -0.02
7 N -1.66452 2.22968 4.37868  0.15
8 C 1.30938 1.22448 2.35711  -0.17
9 C 2.37588 1.42391 3.21325  0.09
10 C 3.66413 1.08078 2.81042  -0.09
11 C 3.82011 0.57543 1.52091  0.09
12 C 2.71826 0.45089 0.70118  -0.17
13 N 1.47626 0.73571 1.12138  0.05
14 C 2.82167 0.02119 -0.70641  -0.16
15 C 4.03093 -0.06163 -1.39121  -0.01
16 N 4.09687 -0.44264 -2.65856  0.15
17 C 2.96109 -0.76296 -3.26261  -0.06
18 C 1.75152 -0.65936 -2.59985  -0.11
19 N 1.67343 -0.25290 -1.33722  0.03
20 C 4.81788 1.26530 3.71075  -0.19
21 C 4.91137 2.39445 4.51396  0.00
22 C 6.01400 2.52272 5.34873  -0.10
23 N 6.97472 1.60645 5.41352  0.10
24 C 6.88460 0.52561 4.64571  -0.10
25 C 5.82572 0.31240 3.77225  0.00
26 H -3.60343 2.42244 3.70365  0.13
27 H -3.04763 1.70840 1.40183  0.09
28 H 0.30990 1.96251 4.82153  0.13
29 H 2.22736 1.83981 4.19778  0.13
30 H 4.80620 0.31095 1.16867  0.13
31 H 4.96927 0.20488 -0.92391  0.13
32 H 3.01978 -1.08505 -4.29466  0.13
33 H 0.82431 -0.90323 -3.10096  0.06
34 H 4.16864 3.18209 4.47530  0.12
35 H 6.12783 3.39027 5.98662  0.12
36 H 7.68650 -0.19716 4.73055  0.12
37 H 5.78360 -0.59566 3.18275  0.12
38 C -1.20419 -4.75735 1.02966  0.01
39 N -2.19420 -3.90443 0.36483  -0.10
40 C -3.43397 -4.33906 -0.06392  0.01
41 C -4.08367 -3.28244 -0.56242  -0.01
42 N -3.23564 -2.16655 -0.43445  0.02
43 C -2.06407 -2.59010 0.13494  -0.64
44 S -0.62350 -1.77332 0.51072  0.76
45 C -3.65455 -0.83500 -0.73309  -0.28
46 C -4.97614 -0.63847 -1.12944  0.02
47 C -5.41961 0.63603 -1.42234  0.01
48 C -4.53765 1.69703 -1.28307  0.00
49 C -3.25969 1.40963 -0.86900  -0.17
50 N -2.79064 0.17164 -0.60687  0.04
51 H -1.37716 -5.78640 0.72931  0.11
52 H -1.30758 -4.67354 2.10985  0.12
53 H -0.20345 -4.45013 0.74285  0.07
54 H -3.74866 -5.36533 0.02244  0.15
55 H -5.06512 -3.25404 -0.99194  0.13
56 H -5.67544 -1.45477 -1.19382  0.11
57 H -6.44214 0.79515 -1.73936  0.14
58 H -4.83261 2.71891 -1.47627  0.14
59 H -2.56581 2.22939 -0.73206  0.08
60 F 0.75527 2.43046 -0.79067  -0.35
61 Sb 0.01630 3.15233 -2.51370  1.55
62 F -1.26901 3.79458 -1.33119  -0.30
63 F -0.78173 1.16549 -2.18453  -0.46
64 F -1.24516 3.11528 -3.86050  -0.29
65 F 1.22717 2.10578 -3.44397  -0.29
66 F 1.15305 4.57672 -2.37316  -0.26
67 C -2.85977 -3.12695 -4.47765  -0.34
68 Te -2.05317 -1.25420 -3.92436  1.62
69 C -1.62839 -0.57995 -5.88025  -0.33
70 H -3.89859 -2.98479 -4.77810  0.04
71 H -2.80162 -3.79200 -3.61887  0.01
72 H -2.28380 -3.52525 -5.31140  0.04
73 H -1.10725 -1.37234 -6.41469  0.04
74 H -1.01773 0.31645 -5.80280  0.02
75 H -2.57600 -0.35054 -6.36887  0.04

Forces on atoms 1 to 3 (eV/Å):
Sc 0.15 -0.87 1.75
C 0.08 0.02 0.12
C -0.05 0.01 -0.05

LUMO (alpha / beta)	-0.31686 / -0.43014	Eh
total charge	+3
2S+1	2
HOMO (alpha / beta)	-0.5608 / -0.5608	Ha

***

Entry 3:
ORCA calculation (ωB97M-V/def2-TZVPD) on C29H27N4Ti as an isolated structure in a non-equilibrium geometry.

Each line ends with the Löwdin charge.
Geometry (Å):
1 Ti 0.25999 -0.28472 0.46732  0.84
2 C 0.84384 4.07714 0.04584  -0.03
3 C 1.40286 2.96246 0.88557  -0.27
4 C 2.11816 1.91445 0.29366  -0.08
5 C 2.69931 0.91732 1.07289  -0.12
6 C 2.55610 0.94716 2.46081  -0.09
7 C 1.85138 1.98288 3.05586  -0.08
8 C 1.28408 2.98158 2.27160  -0.06
9 H 1.49476 4.95230 0.08428  0.10
10 H -0.14060 4.38193 0.40110  0.07
11 H 0.75151 3.78210 -0.99949  0.07
12 H 2.29009 1.92985 -0.77552  0.12
13 H 3.33793 0.17357 0.61370  0.11
14 H 3.02838 0.18575 3.06858  0.11
15 H 1.76580 2.02866 4.13427  0.11
16 H 0.76074 3.80474 2.74488  0.12
17 N -1.08230 0.32555 2.09158  0.04
18 C -1.95329 1.10125 1.22132  -0.26
19 C -2.06753 2.47034 1.45108  -0.04
20 C -2.85695 3.25343 0.63364  -0.07
21 C -3.54653 2.65699 -0.41901  -0.06
22 C -3.44147 1.29681 -0.62813  -0.03
23 C -2.64804 0.47106 0.18120  -0.15
24 C -2.57681 -1.00033 -0.07583  -0.22
25 C -3.73623 -1.67354 -0.45931  -0.04
26 C -3.68631 -3.02859 -0.74332  -0.08
27 C -2.47683 -3.70275 -0.63670  -0.09
28 C -1.33415 -3.01614 -0.24652  -0.12
29 C -1.32930 -1.64599 0.04506  -0.17
30 H -1.57159 -0.50980 2.40835  0.12
31 H -0.79966 0.88345 2.89152  0.10
32 H -1.53954 2.91233 2.28746  0.11
33 H -2.94554 4.31529 0.81948  0.11
34 H -4.17109 3.25644 -1.06770  0.11
35 H -3.97643 0.84009 -1.45090  0.12
36 H -4.68247 -1.14848 -0.52019  0.11
37 H -4.58410 -3.55659 -1.03629  0.10
38 H -2.43071 -4.76405 -0.84782  0.10
39 H -0.41001 -3.58573 -0.16110  0.08
40 N 2.01728 -1.80890 -1.65260  0.15
41 C 1.24679 -0.80485 -2.24444  -0.26
42 C 1.31798 -0.69660 -3.64211  0.01
43 C 0.61507 0.28919 -4.27782  -0.04
44 C -0.15756 1.17775 -3.51856  -0.04
45 C -0.17877 1.01821 -2.16446  -0.10
46 N 0.51157 0.04037 -1.51729  -0.01
47 C 2.14687 -2.35879 -0.38113  -0.29
48 C 2.96631 -3.48809 -0.23039  0.01
49 C 3.10135 -4.06221 1.00407  -0.04
50 C 2.41155 -3.51626 2.09721  -0.04
51 C 1.63755 -2.41465 1.88313  -0.11
52 N 1.52022 -1.81835 0.66561  -0.04
53 H 2.51984 -2.34516 -2.34202  0.14
54 H 1.92786 -1.39623 -4.19860  0.12
55 H 0.66116 0.37668 -5.35455  0.12
56 H -0.72852 1.97228 -3.97535  0.12
57 H -0.75892 1.67755 -1.52940  0.11
58 H 3.47966 -3.89706 -1.09111  0.12
59 H 3.72895 -4.93313 1.13192  0.12
60 H 2.47658 -3.94705 3.08496  0.12
61 H 1.07970 -1.95290 2.68970  0.12

Forces on atoms 1 to 3 (eV/Å):
Ti -0.93 0.81 0.96
C -0.04 0.00 0.00
C 0.02 -0.02 -0.06

LUMO (alpha / beta)	-0.08634 / -0.10341	Eh
total charge	+1
2S+1	3
HOMO (alpha / beta)	-0.3220 / -0.3936	Ha

***

Entry 4:
ORCA calculation (ωB97M-V/def2-TZVPD) on C29H27N5O3SScTe as an isolated structure.

Each line ends with the Löwdin charge.
Geometry (Å):
1 Sc -0.13003 -0.43364 0.07479  0.74
2 C -1.86732 -1.16092 -2.68456  -0.11
3 N -1.09276 -1.94800 -1.71160  -0.08
4 C -1.88033 -2.98656 -1.04586  -0.11
5 C -2.50936 -2.41491 0.18689  -0.29
6 N -2.16896 -1.24899 0.68022  0.09
7 C -2.83050 -1.14759 1.90528  -0.20
8 C -2.78291 -0.14572 2.87038  0.00
9 C -3.53065 -0.33841 4.01381  -0.07
10 C -4.30925 -1.49182 4.19831  -0.07
11 C -4.36030 -2.49324 3.24894  -0.01
12 C -3.60138 -2.29182 2.10338  -0.17
13 N -3.37204 -3.08188 0.98190  0.19
14 C -1.48409 0.28133 -2.61131  -0.31
15 N -1.05547 0.84103 -1.50363  0.06
16 C -0.78173 2.16978 -1.83071  -0.22
17 C -0.26253 3.20068 -1.05387  0.00
18 C -0.07340 4.41927 -1.67281  -0.07
19 C -0.38669 4.61407 -3.02775  -0.07
20 C -0.89762 3.59560 -3.80745  -0.01
21 C -1.08335 2.37361 -3.17546  -0.19
22 N -1.53259 1.14447 -3.64052  0.20
23 H -1.72336 -1.52953 -3.70273  0.12
24 H -2.93016 -1.25187 -2.44391  0.14
25 H -0.29097 -2.36481 -2.17545  0.08
26 H -2.63951 -3.42798 -1.70129  0.14
27 H -1.20727 -3.79064 -0.73907  0.14
28 H -2.17877 0.74158 2.73271  0.12
29 H -3.51831 0.41445 4.78937  0.11
30 H -4.87973 -1.60017 5.10999  0.11
31 H -4.96001 -3.38067 3.39536  0.12
32 H -3.77990 -3.98045 0.78625  0.18
33 H -0.00662 3.04586 -0.01333  0.11
34 H 0.32866 5.24678 -1.10491  0.11
35 H -0.21888 5.58562 -3.47129  0.11
36 H -1.12633 3.74234 -4.85387  0.12
37 H -1.76343 0.91048 -4.59178  0.17
38 C 4.67688 3.25052 2.52207  -0.05
39 O 4.83331 1.97038 3.12846  -0.05
40 C 3.87842 1.05437 2.94290  -0.26
41 C 4.17465 -0.23270 3.43311  0.02
42 C 3.28243 -1.24173 3.22721  0.00
43 C 2.07028 -1.03976 2.52217  -0.10
44 C 1.26581 -2.15866 2.12744  -0.32
45 C 1.27360 -3.46042 2.86677  0.03
46 O 0.48170 -2.09844 1.14229  -0.10
47 C 1.74763 0.29029 2.12206  -0.36
48 O 0.57937 0.57084 1.56023  -0.20
49 C 2.66104 1.32023 2.33192  0.05
50 H 5.63052 3.75323 2.64638  0.10
51 H 3.89325 3.82067 3.02444  0.10
52 H 4.44743 3.14642 1.46030  0.10
53 H 5.11707 -0.39500 3.93435  0.13
54 H 3.54377 -2.23301 3.56645  0.11
55 H 2.13112 -3.60703 3.51315  0.08
56 H 1.19287 -4.28287 2.15879  0.10
57 H 0.37907 -3.46629 3.49563  0.11
58 H 2.38425 2.31187 2.00944  0.12
59 Te 2.36148 -0.17577 -1.28395  0.89
60 C 1.74554 0.00534 -3.28351  -1.02
61 C 1.75230 1.12080 -4.07137  -0.26
62 C 1.29624 0.87877 -5.39865  -0.20
63 C 0.94945 -0.42047 -5.61313  -0.42
64 S 1.21338 -1.35277 -4.19636  0.92
65 H 2.06578 2.08950 -3.70889  0.11
66 H 1.24694 1.64054 -6.16414  0.11
67 H 0.61223 -0.87618 -6.52998  0.07

Forces on atoms 1 to 3 (eV/Å):
Sc -0.22 -0.01 -0.70
C -0.07 0.02 -0.06
N 0.00 0.04 0.20

LUMO	-0.09478	Eh
total charge	+1
HOMO	-0.3535	Ha

***

Results for relative energy (zero: lowest compared OMol25 entry of this formula, charge and spin): 31.2, 78.6, 7.4, 0.0 (in kcal per mole, following the order of the records).
Results for E: -59180.9672, -105576.2569, -59582.6123, -82934.1968 (in eV, following the order of the records).